Density functional theory data (ωB97M-V with the def2-TZVPD basis set) for an isolated molecule of C4H8O2.

## Properties
HOMO	-9.61	eV

The geometry in ORCA input format:
```
! RIJCOSX wB97M-V def2-TZVPD def2/J DEFGRID3
* xyz 0 1
C -1.26795 -0.47209 -1.47159
O -0.83232 0.45933 -0.50527
C 0.42673 0.18883 0.06241
C 0.76648 1.33442 1.00733
C 0.44703 -1.12024 0.84053
O 1.44036 -1.54233 1.38155
H -1.92230 0.05887 -2.16864
H -0.42636 -0.90157 -2.03452
H -1.84009 -1.29244 -1.01602
H 1.19698 0.11157 -0.72521
H 0.84392 2.27302 0.45277
H -0.02481 1.43947 1.75642
H 1.71202 1.12650 1.51462
H -0.51969 -1.66333 0.90562
*
```

Results of the Löwdin charge analysis, in e, for atoms 1 through 4: -0.10, -0.16, -0.39, -0.02

=====

Density functional theory data (ωB97M-V with the def2-TZVPD basis set) for a cluster of 2 separate species, C4H8O2 in total.

## Properties
HOMO	-10.14	eV

The geometry in ORCA input format:
```
! RIJCOSX wB97M-V def2-TZVPD def2/J DEFGRID3
* xyz 0 1
C -0.39554 -1.15038 0.93319
C 0.75069 -0.73928 1.74713
O -0.29511 -1.51955 2.29653
H -1.18281 -0.43935 0.69096
H -0.27203 -1.96250 0.21513
H 0.81718 0.28711 2.11041
H 1.70427 -1.25643 1.63201
C 0.34014 1.20418 -1.12042
C -0.71149 0.40690 -1.83689
O -1.84739 0.26669 -1.44579
H 0.60470 2.06069 -1.74900
H 1.24926 0.61211 -0.96250
H -0.04086 1.55743 -0.16117
H -0.38725 -0.05441 -2.79325
*
```

Results of the Löwdin charge analysis, in e, for atoms 1 through 4: -0.19, -0.18, -0.07, 0.09

=====

Density functional theory data (ωB97M-V with the def2-TZVPD basis set) for an isolated molecule of C4H8O2 in a non-equilibrium geometry.

## Properties
HOMO	-9.12	eV

The geometry in ORCA input format:
```
! RIJCOSX wB97M-V def2-TZVPD def2/J DEFGRID3
* xyz 0 1
C -1.06736 -0.39741 1.20641
C 0.53755 -0.23824 0.25703
C 1.65171 0.85459 0.25315
O -0.51910 0.33180 -0.60085
C -0.96428 -0.34289 -1.62453
O -0.28507 -1.05736 -2.31430
H -0.82932 0.05987 2.13796
H -2.06305 0.05678 0.87200
H -1.21903 -1.46758 1.19227
H 0.99949 -1.11841 -0.26506
H 1.88629 1.12621 -0.79897
H 2.61322 0.57243 0.70528
H 1.30243 1.76422 0.73981
H -2.04348 -0.14401 -1.76020
*
```

Results of the Löwdin charge analysis, in e, for atoms 1 through 4: 0.04, -0.16, -0.06, -0.18

=====

Density functional theory data (ωB97M-V with the def2-TZVPD basis set) for an isolated molecule of C4H8O2.

## Properties
HOMO	-9.67	eV

The geometry in ORCA input format:
```
! RIJCOSX wB97M-V def2-TZVPD def2/J DEFGRID3
* xyz 0 1
C -1.87710 0.71065 -0.04075
O -0.66131 0.49737 0.63342
C 0.30501 -0.22056 -0.10650
C 1.59802 0.56832 -0.21129
C 0.49199 -1.57705 0.56070
O 1.50678 -2.22712 0.51091
H -2.53177 1.24922 0.64810
H -1.73414 1.31551 -0.94817
H -2.36274 -0.23389 -0.32762
H -0.07184 -0.43803 -1.12020
H 1.49062 1.38895 -0.92730
H 1.85120 0.98937 0.76652
H 2.40823 -0.08840 -0.53591
H -0.41295 -1.93435 1.09809
*
```

Results of the Löwdin charge analysis, in e, for atoms 1 through 4: -0.11, -0.17, -0.39, -0.02

=====

Density functional theory data (ωB97M-V with the def2-TZVPD basis set) for a cluster of 2 separate species, C4H8O2 in total.

## Properties
HOMO	-8.57	eV

The geometry in ORCA input format:
```
! RIJCOSX wB97M-V def2-TZVPD def2/J DEFGRID3
* xyz 0 1
C -0.02012 1.64750 0.23793
C 1.00324 0.69341 0.78819
C 1.49246 -0.41229 0.22158
O 1.16647 -0.97908 -0.97037
H 0.39368 2.66133 0.18034
H -0.37265 1.37823 -0.76120
H -0.90359 1.70155 0.88728
H 1.42074 0.94188 1.76096
H 2.26283 -0.99698 0.71894
H 0.36187 -0.56387 -1.32876
C -1.70248 -1.53027 -0.42343
O -1.59003 -0.63855 -1.23396
H -2.67695 -1.76356 0.03921
H -0.83546 -2.13932 -0.11671
*
```

Results of the Löwdin charge analysis, in e, for atoms 1 through 4: -0.11, -0.16, -0.23, -0.03

=====

Density functional theory data (ωB97M-V with the def2-TZVPD basis set) for a structure of composition C4H8O2 in a non-equilibrium geometry.

## Properties
HOMO (alpha / beta)	-6.90 / -6.90	eV

The geometry in ORCA input format:
```
! RIJCOSX wB97M-V def2-TZVPD def2/J DEFGRID3
* xyz 0 1
C 1.66024 -0.87861 -0.67643
O 0.63178 0.10274 -0.59531
C -0.75150 -0.52134 -0.51569
C 0.00830 0.47228 1.15773
C -1.32868 0.37279 0.49225
O -1.90082 1.64927 0.18184
H 1.71185 -1.28920 -1.69363
H 1.44079 -1.70207 0.01376
H 2.61183 -0.39005 -0.44047
H -1.22395 -0.65036 -1.49265
H 0.51828 1.43451 1.25182
H 0.31649 -0.30571 1.87140
H -2.06325 -0.14721 1.12099
H -1.58895 1.86814 -0.70522
*
```

Results of the Löwdin charge analysis, in e, for atoms 1 through 4: -0.10, -0.25, -0.14, 0.18

=====

Density functional theory data (ωB97M-V with the def2-TZVPD basis set) for a structure of composition C4H8O2.

## Properties
HOMO	-9.60	eV

The geometry in ORCA input format:
```
! RIJCOSX wB97M-V def2-TZVPD def2/J DEFGRID3
* xyz 0 1
O 1.87690 1.01181 -0.31931
C 1.25113 -0.18952 0.10057
C -0.17983 0.13797 0.48945
C -0.96823 0.78081 -0.65790
O -1.62774 -0.46464 -0.94968
C -1.16982 -1.01824 0.29073
H 2.79025 1.02266 -0.01378
H 1.77502 -0.64177 0.95475
H 1.24811 -0.92671 -0.71851
H -0.21241 0.66031 1.45012
H -1.68528 1.54775 -0.33497
H -0.37866 1.15829 -1.49936
H -1.97299 -1.05457 1.03886
H -0.74646 -2.02415 0.16902
*
```

Results of the Löwdin charge analysis, in e, for atoms 1 through 4: -0.06, -0.24, -0.24, -0.15

=====

Density functional theory data (ωB97M-V with the def2-TZVPD basis set) for a cluster of 2 separate species, C4H8O2 in total in a non-equilibrium geometry.

## Properties
HOMO	-8.25	eV

The geometry in ORCA input format:
```
! RIJCOSX wB97M-V def2-TZVPD def2/J DEFGRID3
* xyz 0 1
C 1.90666 0.91705 0.50272
C 0.78930 -0.06863 0.62724
C -0.37795 0.19231 1.20560
O -1.49051 -0.62654 1.21676
H 2.14117 1.15165 -0.54784
H 1.66392 1.85159 1.01408
H 2.80816 0.48175 0.94084
H 0.94145 -1.01215 0.11802
H -0.56653 1.11395 1.74645
H -1.50635 -1.07266 0.37067
C -1.59240 -0.70816 -1.82279
O -0.52974 -0.93620 -1.30821
H -1.95564 -1.42592 -2.56575
H -2.23156 0.14198 -1.49780
*
```

Results of the Löwdin charge analysis, in e, for atoms 1 through 4: -0.11, -0.19, -0.22, -0.03